1.
Computed, not measured: C18H14BrGaN4O2 as an isolated structure, with ωB97M-V/def2-TZVPD.

Each line ends with the Mulliken charge.
CARTESIAN COORDINATES (ANGSTROEM)
C 3.73 0.40 -1.44  -0.411
C -1.98 2.98 -0.84  -0.055
H -1.60 -4.12 1.97  0.523
H -1.41 -5.07 -2.29  0.396
C -1.65 -4.75 -0.14  -0.185
H -1.86 -5.81 0.11  0.433
H 5.12 -0.33 0.77  0.412
O -1.08 1.05 3.29  -0.561
H 1.45 0.22 1.09  0.509
N -1.14 -2.12 -0.68  -0.078
C -1.76 3.33 1.86  -0.560
C 3.28 0.34 -0.10  0.221
H -1.86 3.38 2.97  0.428
H -2.24 5.41 1.50  0.458
C -1.52 2.09 1.27  0.739
C -1.24 0.91 2.07  0.050
H -1.03 -2.64 -2.74  0.312
C 2.77 0.43 -2.50  -0.671
N -1.11 -0.22 1.28  0.114
Ga -0.94 0.05 -0.63  0.116
C -1.45 -4.36 -1.46  -0.768
C 1.89 0.27 0.10  0.102
H 4.60 1.30 1.30  0.314
H 4.80 0.52 -1.67  0.459
C -1.31 -1.50 1.71  0.419
H 2.96 0.38 -3.57  0.428
C -2.21 4.24 -0.31  -0.751
N -1.62 1.92 -0.06  -0.074
C 1.40 0.32 -2.19  0.413
Br 0.23 0.00 -3.70  -0.067
H -2.06 2.78 -1.87  0.506
H 3.71 -0.21 1.87  0.402
O -1.46 -1.93 2.88  -0.601
C -1.55 -3.84 0.92  -0.668
H -2.50 5.08 -0.90  0.431
C -1.35 -2.50 0.61  0.527
C -1.20 -3.02 -1.72  0.119
C -2.07 4.41 1.07  -0.201
C 4.24 0.28 1.07  -1.309
N 0.99 0.29 -0.92  0.130

As for the total charge: +2. The molar mass is 468.0 g mol⁻¹. The HOMO energy comes out at -15.89 eV. The total energy is -5562.1303 a.u. The calculation puts the LUMO energy at -0.3020 hartree.

***

2.
Computed, not measured: an isolated ion of composition C15H31BClO2 and charge -1, with ωB97M-V/def2-TZVPD.

Each line ends with the Mulliken charge.
CARTESIAN COORDINATES (ANGSTROEM)
H 4.70 -2.41 1.40  0.306
O -0.60 -0.28 -1.47  -1.178
C -1.05 2.65 -0.12  -0.665
C -3.95 0.07 -0.09  -0.100
H -1.90 -1.47 -0.51  0.409
C 3.81 -2.98 1.17  -1.197
C -1.48 -0.48 -0.38  -0.555
C -2.56 0.63 -0.51  0.689
C 3.21 1.04 -0.67  -1.011
H -4.88 -0.19 1.83  0.424
H -4.08 -2.31 2.50  0.424
Cl -4.64 -1.03 -1.32  -0.219
C 3.79 -0.36 -0.45  -0.587
O -2.54 0.96 -1.85  -0.767
H -2.23 1.67 1.39  0.356
H -0.84 -0.44 0.51  0.141
H -0.04 3.52 1.64  0.478
H -0.90 0.83 -3.44  -0.391
H -4.62 0.92 -0.09  0.565
H 1.94 -1.39 0.04  -0.009
H 4.24 -3.09 -0.95  0.381
H 2.20 3.08 0.97  0.499
C 1.85 1.21 0.01  0.240
H 1.09 0.71 -0.59  -0.066
H 1.43 3.21 -0.64  0.344
H 4.32 -0.38 0.50  0.292
C -2.31 1.89 0.32  -1.452
H -3.17 2.53 0.21  0.520
H 3.13 1.29 -1.73  0.397
H 4.56 -0.51 -1.22  0.269
H -3.12 -0.12 1.86  0.123
C 2.80 -1.49 -0.61  -0.041
H -1.34 3.67 -0.34  0.356
C 1.46 2.65 0.30  -1.296
H 2.60 -3.58 -0.44  0.345
C -3.98 -0.53 1.33  -0.428
H 1.89 0.68 0.97  0.315
H -4.62 -2.57 0.85  0.343
C -3.89 -2.05 1.46  -1.324
B -1.47 0.17 -2.60  1.611
C 3.41 -2.87 -0.29  -0.677
H -2.04 -0.83 -3.06  -0.450
H 2.42 -1.49 -1.62  0.329
H -0.02 1.77 1.52  0.362
H -0.63 2.23 -1.02  0.346
H 3.97 -4.02 1.44  0.389
C 0.07 2.69 0.95  -0.729
H 3.01 -2.62 1.81  0.289
H -2.89 -2.40 1.25  0.263
H 3.88 1.78 -0.23  0.335

As for the total charge: -1. The molar mass is 289.7 g mol⁻¹. The HOMO energy comes out at -3.95 eV. The total energy is -1225.7515 a.u. The calculation puts the LUMO energy at 0.1151 hartree.

***

3.
Computed, not measured: one molecule with the formula C7H12, with ωB97M-V/def2-TZVPD.

Each line ends with the Mulliken charge.
CARTESIAN COORDINATES (ANGSTROEM)
H 0.79 -1.61 2.45  0.243
H 1.70 -2.33 1.10  0.346
H 3.56 -1.02 0.27  0.198
H -1.60 -0.43 -2.51  0.236
H -3.20 0.00 -1.63  0.276
H -1.76 2.20 -0.85  0.287
C 2.75 -0.09 0.34  -0.678
C -1.61 1.04 -0.84  -0.353
H -1.34 -0.57 0.57  0.239
H -2.46 1.19 -2.90  0.274
H -0.11 -1.96 1.04  0.279
H 0.15 1.10 1.80  0.227
H 3.10 1.01 0.27  0.220
C -1.03 0.43 0.19  -0.130
C 1.44 -0.29 0.63  0.639
H 0.66 1.70 0.09  0.324
C -2.29 0.40 -2.05  -0.892
C 0.34 0.83 0.70  -0.562
C 0.93 -1.59 1.31  -1.171

The molar mass is 96.2 g mol⁻¹. The HOMO energy comes out at -8.26 eV. The total energy is -273.7749 a.u. Its structure (SMILES) is C=C(C)C/C=C/C. The calculation puts the LUMO energy at 0.0368 hartree.

***

4.
Computed, not measured: one molecule with the formula C5H13NO, with ωB97M-V/def2-TZVPD.

Each line ends with the Mulliken charge.
CARTESIAN COORDINATES (ANGSTROEM)
H 3.28 -1.53 -0.57  0.329
H -1.13 0.89 -1.48  0.276
C 2.55 -0.95 0.00  -0.474
N 0.48 0.31 -0.16  -0.282
H -1.65 -0.85 0.93  0.245
H 1.30 -0.85 -1.71  0.317
H 3.06 -0.33 0.72  0.268
H 2.16 0.66 -1.37  0.339
C -1.91 -0.03 0.26  -0.465
H -2.32 1.08 2.11  0.287
C 1.62 -0.17 -0.92  -0.491
H 1.03 -1.50 1.07  0.298
C -2.13 1.28 1.06  -0.979
H -0.75 -0.85 -1.29  0.426
H -1.27 1.93 0.92  0.245
H 0.60 1.29 0.03  0.230
H -2.85 -0.32 -0.23  0.356
C -0.83 0.11 -0.78  -0.674
H -3.04 1.78 0.71  0.289
O 1.81 -1.94 0.70  -0.541

The molar mass is 103.2 g mol⁻¹. The HOMO energy comes out at -9.20 eV. The total energy is -328.2774 a.u. Its structure (SMILES) is CCCNCCO. The calculation puts the LUMO energy at 0.0396 hartree.